Record 1
# C10H19BF10KN3O

A structure of composition C10H19BF10KN3O (wB97M-V/def2-TZVPD, the Open Molecules 2025 dataset).

```
! RIJCOSX wB97M-V def2-TZVPD def2/J DEFGRID3
* xyz 0 1
K 2.502 0.498 -0.647
N -0.845 0.239 -2.684
C -2.283 0.174 -2.247
C -2.611 1.331 -1.307
C -1.891 1.256 0.040
N -0.479 1.612 -0.130
C -2.034 -0.138 0.653
C -1.695 -1.303 -0.280
N -0.260 -1.326 -0.596
C -2.499 -1.178 -1.581
H -0.454 1.181 -2.731
H -0.657 -0.196 -3.591
H -0.259 -0.285 -1.945
H -2.888 0.253 -3.151
H -3.692 1.298 -1.146
H -2.401 2.288 -1.793
H -2.394 1.956 0.721
H 0.081 1.259 0.648
H -0.369 2.619 -0.178
H -3.078 -0.261 0.958
H -1.433 -0.207 1.560
H -2.003 -2.224 0.229
H 0.050 -2.258 -0.834
H 0.303 -1.002 0.196
H -3.570 -1.272 -1.380
H -2.236 -1.989 -2.265
F 1.867 -0.219 -2.740
B 1.897 0.824 -3.728
F 3.185 1.060 -4.117
F 1.348 1.973 -3.084
F 1.054 0.443 -4.772
C 1.292 0.690 3.579
C 1.845 -0.342 2.585
O 1.524 -0.066 1.299
C 1.296 -1.731 2.981
F -0.046 -1.760 2.806
F 1.524 -2.048 4.273
F 1.805 -2.725 2.230
C 3.388 -0.341 2.684
F 3.960 -1.144 1.761
F 3.852 0.908 2.428
F 3.878 -0.702 3.885
H 0.204 0.632 3.569
H 1.585 1.682 3.241
H 1.639 0.541 4.601
*
```

Values from the calculation:
E_tot = -61382.6626 eV
Kohn-Sham gap = 9.337 eV

Record 2
# C10H19CuNO3

A structure of composition C10H19CuNO3 (wB97M-V/def2-TZVPD, the Open Molecules 2025 dataset).

```
! RIJCOSX wB97M-V def2-TZVPD def2/J DEFGRID3
* xyz 1 1
C 1.711 -2.188 1.394
C 2.664 -1.437 0.456
C 2.286 0.016 0.159
C 1.055 0.084 -0.776
C 1.493 0.216 -2.233
C 0.098 1.216 -0.391
O 0.612 2.083 0.643
C -0.467 2.817 1.060
O -0.402 3.858 1.610
O -1.606 2.149 0.763
C -1.246 0.862 0.207
C -2.305 0.351 -0.734
C -3.707 0.422 -0.133
N -3.818 -0.567 0.948
H 0.944 -2.712 0.826
H 2.219 -2.927 2.015
H 1.218 -1.488 2.070
H 2.774 -1.986 -0.493
H 3.678 -1.341 0.959
H 2.096 0.523 1.101
H 3.122 0.519 -0.331
H 0.497 -0.856 -0.678
H 2.286 -0.493 -2.479
H 1.859 1.227 -2.421
H 0.654 0.045 -2.908
H -0.107 1.862 -1.257
H -1.097 0.182 1.056
H -2.078 -0.701 -0.939
H -2.261 0.900 -1.679
H -4.442 0.273 -0.928
H -3.877 1.413 0.284
H -4.517 -0.276 1.620
H -4.145 -1.451 0.575
Cu 4.807 -2.594 0.631
*
```

Values from the calculation:
E_tot = -62942.1966 eV
Kohn-Sham gap = 5.265 eV

Record 3
# C10H19N3O12S2

A cluster of 5 separate species, C10H19N3O12S2 in total (wB97M-V/def2-TZVPD, the Open Molecules 2025 dataset).

```
! RIJCOSX wB97M-V def2-TZVPD def2/J DEFGRID3
* xyz 0 1
C -19.597 -2.002 -9.269
N -20.805 -2.818 -8.642
O -21.548 -3.287 -9.462
O -20.792 -2.979 -7.444
H -19.091 -1.332 -8.573
H -20.165 -1.624 -10.119
H -18.891 -2.764 -9.599
C -28.706 9.107 -15.993
N -29.935 8.720 -16.694
O -31.006 8.697 -16.125
O -29.724 8.648 -17.892
H -28.969 9.826 -15.217
H -28.010 9.588 -16.679
H -28.319 8.168 -15.599
C -17.948 1.621 -16.026
C -17.014 2.669 -16.443
O -15.743 2.031 -16.251
S -15.750 0.950 -14.971
O -15.518 1.583 -13.713
O -15.023 -0.299 -15.349
O -17.342 0.748 -15.141
H -18.059 0.987 -16.906
H -18.944 2.016 -15.826
H -17.070 3.552 -15.806
H -17.274 3.019 -17.442
C -25.782 15.559 -9.425
C -25.034 15.050 -10.665
O -26.078 14.546 -11.564
S -27.585 14.539 -10.920
O -27.821 13.350 -10.129
O -28.538 14.961 -11.990
O -27.091 15.805 -10.000
H -25.670 16.568 -9.028
H -25.943 14.793 -8.666
H -24.310 14.333 -10.279
H -24.662 15.965 -11.125
N -22.226 5.599 -11.377
C -21.750 6.731 -12.045
C -22.927 7.586 -12.227
C -24.082 6.932 -11.668
C -23.579 5.750 -11.142
H -21.582 4.888 -11.064
H -20.698 6.755 -12.290
H -22.978 8.579 -12.648
H -25.033 7.372 -11.404
H -24.117 4.982 -10.607
*
```

Values from the calculation:
E_tot = -61377.9281 eV
SMILES = C[N+](=O)[O-].C[N+](=O)[O-].O=S1(=O)OCCO1.O=S1(=O)OCCO1.c1cc[nH]c1
Kohn-Sham gap = 8.500 eV

Record 4
# C10H19N3O4

An isolated molecule of C10H19N3O4 (wB97M-V/def2-TZVPD, the Open Molecules 2025 dataset).

```
! RIJCOSX wB97M-V def2-TZVPD def2/J DEFGRID3
* xyz 0 1
C 0.740 -1.759 1.590
C -0.018 -1.444 0.315
C 2.279 -1.273 1.814
C 3.210 -1.647 0.699
C -0.923 0.389 -1.011
C 0.291 1.058 -1.614
C -2.105 1.411 -1.109
C -3.470 0.669 -1.188
C -1.976 2.507 -0.039
C -0.678 3.277 -0.207
H 0.836 -3.921 1.132
H -0.478 -3.311 2.211
H 0.250 -1.213 2.508
H 2.458 -0.177 2.157
H 2.657 -2.043 2.736
H 1.935 -2.291 -0.653
H 3.759 -2.674 -0.777
H -0.418 0.307 1.240
H -1.023 -0.455 -1.667
H -1.930 1.930 -2.111
H -3.355 -0.043 -2.119
H -4.345 1.302 -0.956
H -3.368 -0.141 -0.294
H -1.842 2.187 0.967
H -2.953 3.049 -0.011
H -0.495 3.973 -1.108
H 0.132 2.569 -0.049
H -0.439 4.039 0.622
H 2.215 0.875 -1.573
N 0.650 -3.132 1.922
N 2.913 -2.625 -0.143
N -0.675 -0.206 0.355
O -0.070 -2.303 -0.647
O 4.328 -1.080 0.669
O 0.462 1.635 -2.659
O 1.445 0.563 -1.004
*
```

Values from the calculation:
E_tot = -23336.2698 eV
SMILES = CC[C@H](C)[C@H](NC(=O)[C@@H](N)CC(N)=O)C(=O)O
Kohn-Sham gap = 9.720 eV

Record 5
# C10H20AsF6O5PS4W

A structure of composition C10H20AsF6O5PS4W (wB97M-V/def2-TZVPD, the Open Molecules 2025 dataset).

```
! RIJCOSX wB97M-V def2-TZVPD def2/J DEFGRID3
* xyz 1 2
W 0.395 -0.948 0.147
C -2.530 -0.951 -0.939
C -2.658 -0.831 0.567
O -1.499 -0.113 1.014
C -1.472 0.355 2.369
C -0.413 -0.431 3.124
O 0.822 -0.427 2.368
C 1.604 0.773 2.612
C 2.492 1.023 1.422
O 1.609 0.992 0.296
C 2.097 1.547 -0.945
C 2.138 0.481 -2.037
O 1.032 -0.440 -1.935
C 0.034 -0.423 -2.979
C -0.863 -1.590 -2.636
O -1.225 -1.523 -1.240
H -3.298 -1.623 -1.322
H -2.618 0.030 -1.402
H -3.557 -0.264 0.807
H -2.699 -1.812 1.044
H -1.241 1.421 2.318
H -2.445 0.232 2.843
H -0.235 -0.016 4.116
H -0.695 -1.475 3.224
H 0.929 1.619 2.741
H 2.194 0.618 3.515
H 2.952 2.008 1.513
H 3.264 0.259 1.332
H 1.432 2.361 -1.209
H 3.103 1.941 -0.800
H 2.112 0.973 -3.008
H 3.040 -0.124 -1.960
H -0.494 0.527 -2.989
H 0.518 -0.592 -3.942
H -1.755 -1.603 -3.259
H -0.316 -2.527 -2.744
S 2.450 -3.783 3.200
As 1.761 -3.689 1.208
S 2.587 -1.954 0.056
S -0.372 -3.027 1.083
S 2.126 -5.596 0.375
F -0.665 1.207 -0.905
P -1.511 2.735 -1.143
F -2.338 1.972 -2.303
F -2.255 4.085 -1.359
F -2.583 2.212 -0.058
F -0.366 3.089 -2.219
F -0.587 3.306 0.044
*
```

Values from the calculation:
E_tot = -152527.9380 eV
Kohn-Sham gap (spin up / spin down) = 4.036 / 4.062 eV

Record 6
# C10H20AuClIN2OP

A structure of composition C10H20AuClIN2OP (wB97M-V/def2-TZVPD, the Open Molecules 2025 dataset).

```
! RIJCOSX wB97M-V def2-TZVPD def2/J DEFGRID3
* xyz 2 3
C 2.027 -0.997 -1.375
I 3.013 1.294 -1.329
H 1.203 -1.568 -1.852
H 2.544 -1.667 -0.689
H 2.776 -0.974 -2.150
Au -2.483 0.177 0.494
P -0.577 0.302 -2.502
C 0.909 0.716 -3.523
C -1.152 -0.982 -3.698
H -2.633 1.544 -3.087
H -1.251 1.788 -4.246
H -1.257 2.635 -2.649
C -1.549 1.716 -3.184
H -2.194 -1.236 -3.486
H -1.041 -0.563 -4.710
H 0.729 0.708 -4.604
H 1.650 -0.055 -3.319
H -0.522 -1.874 -3.598
H 1.284 1.685 -3.165
C 1.414 -0.003 -0.520
O 1.724 0.120 0.682
Cl -3.622 -0.536 -1.282
C 1.995 -1.039 4.697
C 0.800 -0.698 3.880
C -0.268 0.117 4.226
C -1.103 0.182 3.089
N -0.586 -0.499 2.099
N 0.564 -1.104 2.600
C -2.274 1.005 2.832
H 2.248 -0.120 5.249
H 1.732 -1.832 5.415
H 2.842 -1.348 4.080
H -0.422 0.658 5.131
H 1.358 -1.300 1.959
H -3.111 0.590 2.232
H -2.777 1.150 3.775
H -1.991 2.010 2.525
*
```

Values from the calculation:
E_tot = -49301.5328 eV
Kohn-Sham gap (spin up / spin down) = 6.008 / 4.124 eV

Record 7
# C10H20BF4N2NaO3S

A structure of composition C10H20BF4N2NaO3S (wB97M-V/def2-TZVPD, the Open Molecules 2025 dataset).

```
! RIJCOSX wB97M-V def2-TZVPD def2/J DEFGRID3
* xyz 0 1
Na -0.521 0.321 -0.160
C -2.105 -0.611 2.584
O -1.323 0.232 1.766
C -0.625 1.214 2.504
C 0.130 2.124 1.554
O 1.033 1.315 0.804
C 1.816 1.971 -0.185
C 1.371 1.617 -1.604
O 1.068 0.231 -1.654
C 0.803 -0.216 -2.974
H -2.818 -0.030 3.177
H -1.473 -1.199 3.259
H -2.648 -1.285 1.928
H 0.078 0.731 3.192
H -1.327 1.823 3.085
H 0.688 2.862 2.139
H -0.584 2.642 0.906
H 2.844 1.631 -0.038
H 1.783 3.056 -0.064
H 2.186 1.850 -2.300
H 0.494 2.203 -1.896
H 1.716 -0.193 -3.578
H 0.042 0.405 -3.455
H 0.440 -1.239 -2.900
C 3.657 -0.950 0.060
N 3.245 -0.876 1.443
C 3.959 -0.286 2.473
C 3.272 -0.485 3.610
N 2.139 -1.200 3.264
C 2.109 -1.447 1.925
S 0.953 -2.292 1.083
H 4.267 -0.082 -0.182
H 2.770 -0.967 -0.570
H 4.235 -1.858 -0.123
H 4.891 0.226 2.307
H 3.488 -0.184 4.619
H 1.436 -1.541 3.892
F -1.822 1.143 -1.328
B -2.366 2.494 -1.169
F -1.255 3.364 -1.257
F -3.286 2.728 -2.160
F -2.904 2.560 0.119
*
```

Values from the calculation:
E_tot = -46622.3920 eV
Kohn-Sham gap = 8.122 eV

Record 8
# C10H20BFHgNO4

A structure of composition C10H20BFHgNO4 (wB97M-V/def2-TZVPD, the Open Molecules 2025 dataset).

```
! RIJCOSX wB97M-V def2-TZVPD def2/J DEFGRID3
* xyz 1 1
C -2.248 -3.725 -1.161
N -1.592 -2.562 -1.844
C -1.580 -1.405 -1.045
C -0.820 -0.157 -1.607
O -0.417 0.663 -0.617
B 1.037 0.381 -0.473
F 1.107 -1.002 -0.048
C 1.949 1.396 0.386
C 2.444 0.834 1.722
C 2.285 1.801 2.885
O 0.989 1.703 3.495
C 0.036 2.438 2.947
C -1.348 1.989 3.335
O 0.198 3.372 2.254
O 1.403 0.364 -1.893
C 0.417 -0.453 -2.459
C 0.237 -0.167 -3.955
H -3.278 -3.786 -1.478
H -1.740 -4.618 -1.481
H -2.169 -3.635 -0.076
H -0.628 -2.858 -1.949
H -2.638 -1.024 -0.807
H -1.015 -1.611 -0.041
H -1.580 0.429 -2.126
H 2.812 1.588 -0.233
H 1.431 2.346 0.475
H 1.960 -0.086 2.028
H 3.506 0.663 1.648
H 2.572 2.808 2.626
H 2.987 1.479 3.640
H -2.082 2.546 2.789
H -1.451 2.183 4.393
H -1.405 0.916 3.172
H 0.794 -1.473 -2.457
H -0.095 -1.070 -4.449
H 1.192 0.117 -4.365
H -0.529 0.577 -4.128
Hg -2.740 -0.961 0.895
*
```

Values from the calculation:
E_tot = -27932.2451 eV
Kohn-Sham gap = 3.447 eV